No. 1
The following is a quantum chemistry calculation of a molecular structure, C45H77AgF2MnN3O15, from the OMol25 dataset.

Expectation value of S²: 8.76
Highest occupied orbital energy (spin up / spin down) (eV): -9.8361 / -9.8361
Orbital gap (spin up / spin down) (eV): 2.969 / 3.102
Calculated total energy (Eh): -4550.846267

```
! wB97M-V def2-TZVPD RIJCOSX def2/J DEFGRID3
* xyz 1 6
Mn 5.55526 1.18179 3.90633
Ag -1.14106 0.33965 -1.22604
C 3.10777 0.22002 0.35669
C 1.69221 0.37139 0.03933
C 0.71451 0.82078 1.19867
O -0.41138 1.08731 0.84492
C 1.34657 1.03360 2.48459
C 2.64640 0.83691 2.77532
C 3.59796 0.35768 1.64910
O 4.84589 0.07433 1.89339
O 3.14550 1.31496 3.89070
O 1.15520 0.00479 -0.97125
H 3.86897 -0.11861 -0.33056
H 0.67231 1.43464 3.22684
C 1.93098 -3.87364 -4.83498
C 3.25478 -3.03831 -4.88899
C 3.70440 -2.78248 -6.38960
C 4.92343 -1.80206 -6.57948
C 4.64045 -0.52379 -5.88729
C 4.17925 -0.67311 -4.40050
N 3.21733 -1.78532 -4.14838
O 2.94098 -1.94597 -2.75273
C 5.47871 -0.78841 -3.60925
C 3.39524 0.60738 -3.98326
C 4.32015 -3.96986 -4.21866
H 1.61231 -4.05499 -3.80850
H 2.17926 -4.84153 -5.27045
H 1.14676 -3.42128 -5.44199
H 4.08603 -3.71893 -6.79646
H 2.96790 -2.44208 -7.11747
H 5.17573 -1.57347 -7.61495
H 5.90199 -2.19952 -6.31016
H 3.87504 -0.06161 -6.51069
H 5.59183 0.00805 -5.87598
H 6.06318 0.11842 -3.76466
H 5.24530 -0.85387 -2.54654
H 6.12520 -1.65200 -3.76537
H 3.96322 1.53250 -3.88499
H 2.63677 0.77419 -4.74810
H 2.93193 0.63828 -2.99711
H 4.55019 -4.88956 -4.75656
H 4.09922 -4.34295 -3.21861
H 5.31666 -3.53873 -4.12275
H 2.13988 -1.42279 -2.67446
C -4.29628 -0.21753 -3.19853
C -3.59810 -1.56384 -2.96292
C -2.61726 -1.86408 -4.08319
C -1.77600 -3.12272 -3.90971
C -0.97802 -3.03581 -2.56885
C -1.91010 -2.64178 -1.37206
N -2.81431 -1.50063 -1.69981
O -3.49206 -0.94553 -0.61024
C -2.74195 -3.86082 -0.97525
C -1.00362 -2.35985 -0.16187
C -4.81523 -2.63272 -2.92326
H -4.87095 -0.37247 -4.11169
H -3.51039 0.52693 -3.32603
H -4.99213 0.04829 -2.40277
H -3.09220 -1.75056 -5.05768
H -1.87550 -1.06540 -4.07949
H -1.03732 -3.17399 -4.70960
H -2.38181 -4.02635 -3.97719
H -0.09868 -2.39778 -2.65708
H -0.58632 -4.00372 -2.25608
H -3.23762 -4.37472 -1.79885
H -2.17954 -4.67106 -0.51126
H -3.61615 -3.53200 -0.41333
H -0.69812 -3.27707 0.34159
H -0.03947 -1.92337 -0.42264
H -1.45834 -1.81079 0.66267
H -5.36436 -2.49780 -3.85511
H -5.54493 -2.47470 -2.12911
H -4.51747 -3.67638 -3.02431
H -4.24561 -1.53806 -0.55874
C -5.92240 2.57629 -0.02225
C -4.90191 3.48396 0.59779
C -5.57297 4.34258 1.67356
C -5.94309 3.83126 2.96733
C -4.64224 3.28288 3.60215
C -3.97587 2.26675 2.68804
N -3.77116 2.82228 1.27037
O -3.05807 1.98942 0.40999
C -2.58220 2.04570 3.32556
C -4.74674 0.90613 2.74193
C -4.19808 4.49483 -0.41425
H -5.33727 1.96358 -0.70804
H -6.70870 3.14179 -0.52232
H -6.42669 1.92974 0.69592
H -4.86317 5.13243 1.91939
H -6.34958 4.98182 1.25363
H -6.69755 3.05360 2.84839
H -6.34358 4.57130 3.66019
H -4.80091 2.92629 4.61988
H -3.99233 4.15607 3.65924
H -1.82976 1.31003 3.04143
H -1.96875 2.94089 3.22349
H -2.60851 2.00338 4.41442
H -4.86884 0.47206 1.74957
H -4.27874 0.08237 3.28090
H -5.75790 0.94187 3.14736
H -3.70296 5.35503 0.03632
H -4.78561 4.90557 -1.23534
H -3.38881 4.01891 -0.96804
H -2.17950 1.92000 0.79062
C 2.75738 4.84041 7.90222
C 1.59068 4.15739 7.10066
O 0.40712 4.48197 7.12345
C 2.02817 3.16088 6.05659
H 3.11113 4.24873 8.74654
H 2.48893 5.88214 8.07782
H 3.67334 4.95396 7.32237
H 2.49738 2.33334 6.58869
H 2.72836 3.61317 5.35426
H 1.16609 2.73192 5.54580
C 1.52502 -2.85660 4.45860
C 1.73246 -2.42090 5.89797
O 2.55779 -2.85676 6.68595
C 1.00092 -1.09284 6.22799
H 1.91913 -2.26569 3.63179
H 0.47741 -3.14842 4.38480
H 2.07437 -3.77125 4.23562
H 0.60869 -0.56202 5.36053
H 1.72231 -0.43185 6.70838
H 0.29610 -1.05431 7.05856
C 2.48818 -3.79759 0.63057
C 3.92099 -3.43667 0.07532
O 4.08284 -4.46097 -0.89450
C 3.10875 -5.37443 -0.80268
O 2.93661 -6.32940 -1.55783
O 2.23746 -4.98728 0.11141
F 4.82247 -3.31409 1.03820
H 1.63999 -3.13681 0.45155
H 2.70090 -3.99128 1.68192
H 3.95342 -2.45498 -0.39725
C 0.20899 4.81373 2.27992
C -0.60373 4.90017 1.01906
O 0.21145 5.16608 -0.06534
C 1.44096 5.45974 0.42292
O 2.45417 5.71394 -0.10382
O 1.38373 5.49202 1.82651
F -1.36625 6.01347 1.20576
H 0.53564 3.82435 2.60012
H -0.02938 5.35109 3.19781
H -1.28709 4.05124 0.99825
*
```

No. 2
The following is a quantum chemistry calculation of a gas-phase ion, C3H10NS2 (charge +1), from the OMol25 dataset.

ΔE to the lowest compared entry with this formula, charge and spin (kcal per mole): 11.4
Highest occupied orbital energy (eV): -13.0371
Orbital gap (eV): 9.504
SMILES: C[C@@H]([NH3+])CSS
Calculated total energy (Eh): -971.176447

```
! wB97M-V def2-TZVPD RIJCOSX def2/J DEFGRID3
* xyz 1 1
C 1.55513 -1.55856 -1.89782
C 0.60757 -0.82009 -0.95090
N -0.53154 -1.76002 -0.53385
C 1.18104 -0.20370 0.29877
S 0.28887 1.14568 1.13130
S -1.69687 1.02531 0.50813
H 2.56587 -1.23484 -1.67692
H 1.42219 -2.64324 -1.84593
H 1.24268 -1.39321 -2.92724
H 0.11410 -0.05363 -1.54247
H -0.85031 -2.24823 -1.37334
H -0.20000 -2.41158 0.17607
H -1.33892 -1.19467 -0.22223
H 1.41205 -0.99439 1.02107
H 2.14690 0.22308 0.02397
H -1.50876 1.23139 -0.79301
*
```

No. 3
The following is a quantum chemistry calculation of a single C18H16BrFN2O molecule, from the OMol25 dataset.

ΔE to the lowest compared entry with this formula, charge and spin (kcal per mole): 0.1
Highest occupied orbital energy (eV): -8.6927
Orbital gap (eV): 9.288
SMILES: O=C1[C@@H]2CCCN2[C@H](c2cccc(Br)c2)N1c1ccc(F)cc1
Calculated total energy (Eh): -3554.153355

```
! wB97M-V def2-TZVPD RIJCOSX def2/J DEFGRID3
* xyz 0 1
O -0.34059 -0.08840 3.25731
C -0.70884 -0.19492 2.07335
C -1.76612 -1.17908 1.62515
C -1.32939 -2.64264 1.65108
C -2.09441 -3.26953 0.47532
C -2.20130 -2.18630 -0.57315
N -1.90664 -0.94240 0.17719
C -0.96319 0.13181 -0.26070
C 0.02302 -0.28498 -1.29576
C -0.15869 0.14777 -2.62225
C 0.75084 -0.22953 -3.62142
C 1.90293 -0.93940 -3.30193
C 2.09935 -1.32435 -1.95980
Br 3.70586 -2.21808 -1.46452
C 1.16205 -1.05085 -0.98583
N -0.28271 0.56003 0.98722
C 0.47372 1.73751 1.06159
C 0.21562 2.81329 0.17886
C 0.87685 4.03720 0.30169
C 1.79862 4.23916 1.32489
F 2.48232 5.42283 1.48172
C 2.12523 3.18174 2.15183
C 1.46200 1.95675 2.03690
H -2.70789 -0.96065 2.15747
H -1.60222 -3.17323 2.59554
H -0.25261 -2.69023 1.48189
H -1.56811 -4.17012 0.16387
H -3.08478 -3.57207 0.82990
H -1.46576 -2.37317 -1.38526
H -3.17923 -2.07409 -1.06760
H -1.54060 0.97752 -0.68813
H -1.02370 0.79430 -2.87271
H 0.57969 0.03567 -4.63497
H 2.60111 -1.19027 -4.08226
H 1.29535 -1.38358 0.04745
H -0.57175 2.72935 -0.55971
H 0.61327 4.79432 -0.40993
H 2.83683 3.34592 2.96013
H 1.74386 1.23272 2.76558
*
```

> What is the formula in the second record?

C3H10NS2

> Look up the calculated total energy of the third one.

-3554.153355 Eh

> Which formula does entry 3 have?

C18H16BrFN2O